(1)
Computed, not measured: C41H51N5O2STi as an isolated structure, with ωB97M-V with the def2-TZVPD basis set.

Positions of all 101 atoms, in Å:
Ti 0.11 -0.19 0.23
N -3.59 -1.60 2.23
C -2.57 -1.46 1.36
S -0.96 -1.80 1.91
N -2.90 -1.11 0.13
N -1.78 -0.98 -0.62
C -1.83 -1.17 -1.89
C -3.06 -1.49 -2.65
C -4.14 -0.62 -2.61
C -5.30 -0.91 -3.33
C -5.38 -2.08 -4.07
C -4.31 -2.96 -4.09
C -3.15 -2.66 -3.39
C -0.50 -1.17 -2.56
C -0.34 -1.24 -3.94
C 0.94 -1.31 -4.46
C 2.03 -1.29 -3.61
C 1.79 -1.19 -2.25
N 0.57 -1.13 -1.73
H -3.41 -2.02 3.13
H -4.53 -1.58 1.88
H -4.08 0.28 -2.02
H -6.13 -0.22 -3.30
H -6.28 -2.31 -4.62
H -4.37 -3.88 -4.66
H -2.32 -3.36 -3.41
H -1.21 -1.25 -4.58
H 1.08 -1.36 -5.53
H 3.04 -1.34 -3.98
H 2.61 -1.14 -1.53
C -0.65 6.36 3.12
C -0.92 6.39 1.62
C 0.09 7.34 0.97
C -2.34 6.92 1.40
C -0.80 5.00 0.99
C -0.48 3.89 1.71
C -0.39 2.63 1.06
N -0.09 1.45 1.59
C 0.57 1.18 2.78
C 0.32 1.76 4.02
C 1.05 1.34 5.12
C 2.01 0.35 4.93
C 2.28 -0.27 3.71
C 1.54 0.16 2.61
O 1.66 -0.33 1.36
C 3.33 -1.39 3.70
C 4.66 -0.83 4.23
C 2.85 -2.52 4.62
C 3.61 -2.00 2.33
C 0.83 1.92 6.52
C -0.25 3.01 6.53
C 2.13 2.54 7.04
C 0.38 0.80 7.48
C -0.56 2.55 -0.38
O -0.29 1.40 -0.93
C -0.91 3.70 -1.12
C -1.03 4.88 -0.42
C -1.14 3.61 -2.63
C -2.26 2.59 -2.92
C -1.57 4.95 -3.22
C 0.15 3.17 -3.33
H -0.75 7.36 3.53
H -1.36 5.71 3.65
H 0.36 6.01 3.34
H 0.01 8.34 1.41
H 1.11 6.98 1.12
H -0.08 7.44 -0.10
H -2.45 7.91 1.84
H -2.58 7.01 0.34
H -3.08 6.26 1.86
H -0.28 3.94 2.76
H -0.48 2.48 4.11
H 2.57 0.02 5.80
H 4.58 -0.44 5.24
H 5.42 -1.62 4.24
H 5.02 -0.02 3.59
H 2.71 -2.18 5.65
H 1.90 -2.92 4.27
H 3.58 -3.33 4.64
H 3.96 -1.26 1.61
H 4.38 -2.76 2.45
H 2.72 -2.48 1.91
H 0.02 3.84 5.87
H -1.22 2.62 6.20
H -0.37 3.40 7.54
H 2.46 3.35 6.38
H 1.98 2.96 8.04
H 2.93 1.80 7.09
H -0.54 0.34 7.13
H 1.14 0.02 7.55
H 0.22 1.20 8.48
H -1.30 5.78 -0.95
H -3.19 2.90 -2.45
H -2.43 2.52 -4.00
H -2.00 1.60 -2.55
H -2.49 5.32 -2.77
H -0.79 5.71 -3.11
H -1.75 4.83 -4.29
H 0.48 2.19 -2.98
H -0.01 3.11 -4.41
H 0.95 3.88 -3.14

Summary:
* energy relative to the best compared isomer or geometry (same formula, charge and spin): 21.8 kJ/mol
* orbital gap (spin up / spin down): 0.230 / 0.220 hartree
* total energy: -3265.01364 a.u.
* highest occupied orbital energy (spin up / spin down): -6.793 / -7.272 eV
* spin multiplicity: 3

(2)
Computed, not measured: C41H52GeIN3O4SiTi as an isolated structure, with ωB97M-V with the def2-TZVPD basis set.

Positions of all 104 atoms, in Å:
Ti 0.32 0.46 -0.29
C 4.35 -4.16 -2.20
C 4.49 -3.87 -0.85
C 4.09 -2.64 -0.36
C 3.56 -1.66 -1.20
C 3.41 -1.97 -2.55
C 3.80 -3.21 -3.05
Ge 2.91 0.13 -0.63
C 3.90 0.87 0.94
C 3.62 2.21 1.22
C 4.27 2.89 2.24
C 5.21 2.24 3.02
C 5.50 0.90 2.76
C 4.85 0.23 1.73
C 1.28 -1.22 0.88
C 1.88 -1.20 2.16
C 2.06 -2.35 2.92
C 1.64 -3.58 2.45
C 1.09 -3.66 1.17
C 0.96 -2.51 0.40
H 4.65 -5.12 -2.59
H 4.90 -4.61 -0.18
H 4.16 -2.45 0.71
H 2.99 -1.24 -3.22
H 3.67 -3.43 -4.10
H 2.88 2.74 0.62
H 4.03 3.93 2.43
H 5.71 2.76 3.82
H 6.25 0.39 3.36
H 5.11 -0.80 1.54
H 2.22 -0.26 2.57
H 2.54 -2.28 3.90
H 1.77 -4.48 3.05
H 0.80 -4.62 0.77
H 0.59 -2.62 -0.61
O -1.36 -0.92 -0.03
C -2.23 -0.03 0.18
O -1.98 1.18 0.04
C -3.60 -0.48 0.63
C -3.87 -1.83 0.80
C -5.11 -2.24 1.26
C -6.09 -1.30 1.56
C -5.80 0.04 1.39
C -4.57 0.47 0.93
N -6.83 1.04 1.72
O -6.53 2.22 1.62
O -7.91 0.63 2.10
H -3.09 -2.54 0.56
H -5.33 -3.29 1.38
H -7.07 -1.59 1.92
H -4.35 1.52 0.80
C 1.38 1.42 -4.12
Si -0.06 1.26 -2.89
C -0.71 3.11 -2.78
C 0.01 3.73 -1.57
C -0.36 3.94 -4.02
C -2.21 3.22 -2.54
C -1.29 0.10 -3.89
C -2.64 -0.14 -3.20
C -1.56 0.64 -5.30
C -0.60 -1.26 -4.01
H 1.07 1.83 -5.09
H 1.86 0.46 -4.30
H 2.14 2.09 -3.72
H 1.10 3.67 -1.67
H -0.27 3.23 -0.64
H -0.25 4.79 -1.46
H 0.72 4.01 -4.17
H -0.74 4.97 -3.90
H -0.80 3.53 -4.93
H -2.53 2.62 -1.69
H -2.78 2.91 -3.42
H -2.48 4.27 -2.33
H -3.22 0.78 -3.09
H -2.49 -0.59 -2.22
H -3.24 -0.84 -3.80
H -2.04 1.62 -5.28
H -2.24 -0.04 -5.84
H -0.65 0.72 -5.89
H -0.40 -1.69 -3.03
H 0.35 -1.19 -4.54
H -1.24 -1.97 -4.56
I 6.13 0.93 -1.80
C 3.99 1.20 -1.98
H 3.79 0.94 -3.01
H 3.84 2.27 -1.85
N 0.27 1.22 1.84
C -0.54 0.72 2.51
N -1.46 0.11 3.21
C -1.32 -1.33 3.49
C -1.13 -1.53 4.99
C -2.26 -0.85 5.76
C -2.37 0.64 5.40
C -2.53 0.82 3.90
H -0.49 -1.73 2.91
H -2.25 -1.81 3.16
H -0.16 -1.11 5.28
H -1.10 -2.60 5.21
H -2.11 -0.96 6.84
H -3.21 -1.34 5.52
H -1.46 1.16 5.73
H -3.22 1.10 5.92
H -2.50 1.87 3.61
H -3.48 0.40 3.56

Summary:
* charge: -1
* energy relative to the best compared isomer or geometry (same formula, charge and spin): 268.5 kJ/mol
* orbital gap (spin up / spin down): 0.201 / 0.195 hartree
* total energy: -5572.32941 a.u.
* highest occupied orbital energy (spin up / spin down): -4.393 / -4.229 eV
* spin multiplicity: 2

(3)
Computed, not measured: a 5-piece molecular cluster, C41H52NO18 overall in a non-equilibrium geometry, with ωB97M-V with the def2-TZVPD basis set.

Positions of all 112 atoms, in Å:
C 3.56 1.08 4.36
C 4.92 0.45 4.11
C 5.15 0.01 2.66
C 5.86 1.09 1.80
C 5.12 1.46 0.50
C 4.00 2.50 0.71
C 2.64 1.81 0.82
C 1.49 2.81 0.86
N 0.32 2.23 1.61
C 0.22 2.52 3.07
C -1.29 2.56 3.43
C -2.03 2.18 2.11
C -2.46 0.68 2.19
O -2.27 -0.03 0.99
C -0.96 -0.58 0.85
C -0.97 -2.08 0.62
O 0.34 -2.56 0.85
C 0.55 -2.92 2.21
C 2.04 -2.98 2.52
C -1.01 2.54 1.06
H 3.45 1.37 5.39
H 3.39 1.96 3.74
H 2.79 0.36 4.09
H 5.71 1.12 4.44
H 4.98 -0.43 4.73
H 5.82 -0.85 2.71
H 4.24 -0.33 2.18
H 5.97 1.99 2.40
H 6.83 0.70 1.54
H 4.74 0.58 -0.02
H 5.87 1.93 -0.14
H 3.98 3.13 -0.17
H 4.23 3.12 1.58
H 2.62 1.19 1.71
H 2.54 1.14 -0.03
H 1.76 3.75 1.31
H 1.14 2.94 -0.16
H 0.49 1.23 1.56
H 0.66 1.72 3.65
H 0.77 3.40 3.38
H -1.56 3.59 3.63
H -1.46 1.93 4.29
H -2.95 2.74 1.97
H -3.53 0.68 2.39
H -2.01 0.17 3.04
H -0.44 -0.07 0.04
H -0.40 -0.42 1.78
H -1.71 -2.59 1.24
H -1.20 -2.29 -0.42
H 0.06 -3.88 2.40
H 0.09 -2.19 2.90
H 2.29 -3.94 2.94
H 2.61 -2.77 1.62
H 2.31 -2.21 3.25
H -1.19 2.19 0.05
H -1.02 3.62 0.94
C -7.02 -2.04 0.31
C -5.76 -1.62 0.18
C -5.34 -0.73 -0.94
O -4.17 -0.38 -0.99
C -6.33 -0.31 -1.91
C -7.60 -0.72 -1.79
C -8.03 -1.61 -0.65
O -9.20 -1.93 -0.59
O -8.56 -0.38 -2.64
O -4.77 -1.96 1.02
H -7.34 -2.68 1.11
H -6.00 0.33 -2.72
H -9.38 -0.81 -2.32
H -3.98 -1.49 0.68
C 7.54 3.32 -2.74
C 8.55 3.23 -3.61
C 8.34 2.77 -5.03
O 9.30 2.73 -5.77
C 6.99 2.40 -5.44
C 5.98 2.50 -4.56
C 6.19 2.97 -3.16
O 5.22 3.04 -2.42
O 4.73 2.17 -4.88
O 9.80 3.53 -3.29
H 7.68 3.65 -1.72
H 6.85 2.06 -6.45
H 4.20 2.34 -4.07
H 10.33 3.38 -4.10
C -1.66 1.60 -2.91
C -0.39 1.97 -2.99
C 0.11 2.88 -4.08
O 1.28 3.19 -4.07
C -0.85 3.33 -5.08
C -2.13 2.95 -5.00
C -2.63 2.07 -3.90
O -3.81 1.77 -3.86
O -3.05 3.34 -5.89
O 0.55 1.58 -2.12
H -2.03 0.94 -2.13
H -0.48 3.97 -5.87
H -3.89 2.93 -5.60
H 1.38 2.00 -2.43
C -6.10 -8.06 1.33
C -6.54 -6.89 1.81
C -6.02 -5.58 1.29
O -6.48 -4.55 1.75
C -5.00 -5.60 0.26
C -4.55 -6.77 -0.21
C -5.09 -8.08 0.29
O -4.64 -9.10 -0.20
O -3.62 -6.86 -1.15
O -7.46 -6.80 2.77
H -6.46 -9.01 1.70
H -4.62 -4.65 -0.10
H -3.49 -7.82 -1.31
H -7.60 -5.85 2.92

Summary:
* charge: +1
* orbital gap: 0.273 hartree
* total energy: -3002.29435 a.u.
* highest occupied orbital energy: -11.140 eV
* spin multiplicity: 1

(4)
Computed, not measured: C41H53IMnN2O8S4Te as an isolated structure, with ωB97M-V with the def2-TZVPD basis set.

Positions of all 111 atoms, in Å:
Mn -0.68 -0.17 0.08
O 1.89 1.93 0.29
S 2.49 3.26 0.63
C 1.05 4.29 1.03
C -0.02 4.21 -0.04
C -1.41 4.51 0.51
C -2.53 4.17 -0.47
S -2.96 2.41 -0.59
O -1.62 1.69 -0.68
C -3.62 2.15 1.04
C -5.00 2.24 1.17
C -5.56 2.04 2.42
C -4.75 1.73 3.51
C -3.37 1.61 3.35
C -2.80 1.82 2.10
C 2.94 3.97 -0.95
C 2.71 3.21 -2.08
C 3.10 3.72 -3.31
C 3.71 4.96 -3.40
C 3.93 5.71 -2.25
C 3.56 5.21 -1.01
H 1.42 5.30 1.24
H 0.71 3.85 1.97
H -0.02 3.20 -0.45
H 0.22 4.89 -0.86
H -1.49 5.58 0.76
H -1.56 3.97 1.45
H -2.27 4.46 -1.49
H -3.47 4.65 -0.21
H -5.62 2.43 0.31
H -6.63 2.10 2.54
H -5.19 1.55 4.48
H -2.74 1.32 4.17
H -1.73 1.68 1.97
H 2.24 2.24 -1.98
H 2.94 3.13 -4.21
H 4.01 5.35 -4.36
H 4.42 6.67 -2.31
H 3.75 5.77 -0.11
O -0.33 -2.32 0.27
S 0.98 -3.01 0.60
C 0.53 -4.78 0.55
C 1.02 -5.37 -0.77
C 1.11 -4.21 -1.76
C 1.83 -3.11 -0.99
H -0.56 -4.75 0.61
H 0.92 -5.27 1.43
H 0.36 -6.17 -1.12
H 2.02 -5.81 -0.63
H 0.11 -3.87 -2.03
H 1.64 -4.48 -2.67
H 1.75 -2.10 -1.42
H 2.88 -3.34 -0.80
C -5.63 -6.65 0.62
C -5.06 -5.32 0.20
C -3.93 -5.24 -0.61
C -3.40 -4.01 -0.98
C -4.02 -2.85 -0.56
C -5.16 -2.90 0.24
C -5.67 -4.13 0.61
S -3.33 -1.27 -0.97
O -4.40 -0.41 -1.41
O -2.29 -1.53 -1.96
O -2.72 -0.80 0.30
H -5.10 -7.47 0.14
H -6.68 -6.72 0.36
H -5.54 -6.78 1.70
H -3.45 -6.15 -0.94
H -2.52 -3.94 -1.61
H -5.63 -1.98 0.56
H -6.55 -4.17 1.24
N -1.24 -1.10 3.21
C -0.18 -0.18 3.10
O 0.03 0.30 1.89
C 0.53 0.22 4.18
I 4.66 -2.37 1.73
H -1.46 -1.58 2.35
H -1.17 -1.72 4.00
H 0.33 -0.19 5.16
H 1.32 0.95 4.07
O 0.63 0.01 -1.65
C 0.38 0.17 -2.86
C 1.45 -0.08 -3.89
C 1.23 -1.43 -4.62
C -0.18 -2.00 -4.46
C -1.29 -1.17 -5.09
C -1.20 0.32 -4.72
N -0.82 0.52 -3.33
H 2.41 -0.05 -3.37
H 1.45 0.75 -4.60
H 1.95 -2.15 -4.22
H 1.47 -1.31 -5.68
H -0.41 -2.13 -3.40
H -0.20 -3.01 -4.90
H -2.25 -1.56 -4.76
H -1.26 -1.24 -6.18
H -2.16 0.81 -4.87
H -0.48 0.83 -5.36
H -1.56 0.50 -2.64
Te 3.07 -0.17 1.19
C 4.45 0.49 -0.27
C 4.43 -0.07 -1.54
C 5.26 0.43 -2.54
C 6.11 1.50 -2.27
C 6.14 2.05 -1.00
C 5.32 1.54 0.00
H 3.76 -0.89 -1.75
H 5.24 -0.01 -3.53
H 6.74 1.89 -3.05
H 6.81 2.87 -0.78
H 5.34 1.97 1.00

Summary:
* energy relative to the best compared isomer or geometry (same formula, charge and spin): 1.3 kJ/mol
* orbital gap (spin up / spin down): 0.246 / 0.247 hartree
* total energy: -5615.14339 a.u.
* highest occupied orbital energy (spin up / spin down): -6.386 / -6.405 eV
* spin multiplicity: 6